1.
Formula: C4H11NO
Source: the Open Molecules 2025 dataset
Level of theory: ωB97M-V/def2-TZVPD

Last column: Mulliken charge in e.
Element x y z (Å)
C (-0.99, 1.70, -0.64)  -0.0615
N (0.04, 2.45, -0.28)  -0.4070
C (-0.11, 3.92, -0.12)  -0.5720
H (-1.96, 1.85, -1.07)  0.2753
H (-0.79, 0.63, -0.66)  0.0601
H (0.38, 4.44, -0.98)  0.2211
H (0.43, 4.10, 0.80)  0.2141
H (-1.23, 4.02, -0.02)  0.2825
C (0.93, -3.28, 0.77)  -0.9739
C (0.58, -2.06, -0.02)  -0.2322
O (-0.70, -2.25, -0.59)  -0.5383
H (1.01, -4.19, 0.17)  0.2645
H (0.22, -3.38, 1.56)  0.2889
H (1.87, -3.10, 1.39)  0.3148
H (0.64, -1.23, 0.68)  0.2395
H (1.17, -1.67, -0.86)  0.3300
H (-1.49, -1.94, -0.11)  0.2939

Properties
net charge: 0
lowest unoccupied orbital energy: 0.8839 eV
ΔE to the lowest compared entry with this formula, charge and spin: 65.4 kcal/mol
HOMO energy: -9.55 eV
E_tot: -7861.71761 eV
SMILES: C=NC.CCO
gap between HOMO and LUMO: 10.43 eV


2.
Formula: C4H11NO
Source: the Open Molecules 2025 dataset
Level of theory: ωB97M-V/def2-TZVPD

Last column: Mulliken charge in e.
Element x y z (Å)
C (-2.32, -1.33, -0.34)  -0.9543
C (-1.10, -1.21, 0.19)  0.1685
N (-0.04, -0.57, -0.44)  -0.3246
C (1.30, -1.07, -0.65)  -0.3305
C (2.41, 0.00, -0.45)  -1.0024
H (-3.02, -2.05, 0.08)  0.2261
H (-2.86, -0.73, -1.06)  0.2479
H (-0.72, -1.70, 1.08)  0.3323
H (-0.36, -0.16, -1.30)  0.1702
H (1.38, -1.52, -1.65)  0.3669
H (1.40, -1.76, 0.21)  0.2471
H (2.93, 0.00, -1.41)  0.2471
H (3.09, -0.23, 0.37)  0.2843
H (2.07, 0.98, -0.15)  0.3226
O (-1.39, 4.18, 1.88)  -0.6378
H (-2.04, 3.61, 1.45)  0.3200
H (-0.71, 3.57, 2.19)  0.3167

Properties
net charge: 0
lowest unoccupied orbital energy: 0.7929 eV
ΔE to the lowest compared entry with this formula, charge and spin: 51.7 kcal/mol
HOMO energy: -8.04 eV
E_tot: -7862.31205 eV
SMILES: C=CNCC.O
gap between HOMO and LUMO: 8.84 eV


3.
Formula: C4H11NO
Source: the Open Molecules 2025 dataset
Level of theory: ωB97M-V/def2-TZVPD

Last column: Mulliken charge in e.
Element x y z (Å)
C (0.92, -1.09, 1.16)  -1.2094
C (-0.33, -0.25, 0.80)  0.5709
N (-1.55, -1.05, 0.67)  -0.7008
C (-0.20, 0.63, -0.47)  -0.1938
C (0.72, 1.89, -0.37)  -1.2360
O (0.25, -0.10, -1.74)  -0.5315
H (0.77, -2.07, 0.95)  0.4392
H (1.75, -0.55, 0.62)  0.2493
H (1.10, -1.04, 2.28)  0.2573
H (-0.51, 0.48, 1.59)  0.2508
H (-2.15, -1.02, -0.12)  0.2751
H (-1.28, -1.96, 0.53)  0.2008
H (-1.32, 0.98, -0.75)  0.2700
H (0.69, 2.48, -1.26)  0.3639
H (0.31, 2.60, 0.37)  0.3490
H (1.71, 1.54, -0.18)  0.2996
H (1.10, -0.46, -1.52)  0.3457

Properties
net charge: 0
lowest unoccupied orbital energy: 0.9338 eV
ΔE to the lowest compared entry with this formula, charge and spin: 42.7 kcal/mol
HOMO energy: -9.26 eV
E_tot: -7862.70145 eV
SMILES: C[C@H](N)[C@@H](C)O
gap between HOMO and LUMO: 10.20 eV


4.
Formula: C4H11NO
Source: the Open Molecules 2025 dataset
Level of theory: ωB97M-V/def2-TZVPD

Last column: Mulliken charge in e.
Element x y z (Å)
C (-0.11, -1.40, -0.05)  -0.6316
C (-0.17, -0.16, -0.53)  -0.3425
C (-0.64, 0.94, 0.38)  -0.4078
N (-1.92, 1.59, 0.01)  -0.5151
C (-2.98, 0.50, -0.09)  -0.8410
H (0.11, -2.20, -0.74)  0.2647
H (-0.41, -1.76, 0.92)  0.2568
H (-0.13, -0.03, -1.61)  0.3574
H (0.15, 1.73, 0.26)  0.2580
H (-0.67, 0.76, 1.46)  0.3763
H (-2.20, 2.07, 0.86)  0.2725
H (-2.61, -0.28, -0.72)  0.3430
H (-3.91, 0.99, -0.31)  0.2992
H (-3.05, 0.05, 0.93)  0.3105
O (6.38, -0.75, 0.08)  -0.6353
H (6.24, -1.67, -0.16)  0.3153
H (5.92, -0.38, -0.70)  0.3196

Properties
net charge: 0
lowest unoccupied orbital energy: 0.8383 eV
ΔE to the lowest compared entry with this formula, charge and spin: 55.5 kcal/mol
HOMO energy: -9.05 eV
E_tot: -7862.14756 eV
SMILES: C=CCNC.O
gap between HOMO and LUMO: 9.89 eV


5.
Formula: C4H11NO
Source: the Open Molecules 2025 dataset
Level of theory: ωB97M-V/def2-TZVPD

Last column: Mulliken charge in e.
Element x y z (Å)
C (0.69, 2.29, 0.93)  -1.2123
C (0.54, 0.81, 1.16)  0.4909
C (1.01, 0.34, 2.51)  -1.2430
C (-0.26, -0.01, 0.42)  -0.1709
N (-0.28, -0.02, -0.96)  -0.4530
H (-0.02, 2.77, 1.61)  0.2795
H (1.69, 2.65, 1.19)  0.3121
H (0.45, 2.66, -0.07)  0.3719
H (1.08, 1.18, 3.21)  0.3283
H (0.32, -0.40, 2.94)  0.3633
H (1.98, -0.16, 2.47)  0.2393
H (-0.89, -0.72, 0.94)  0.3143
H (0.28, 0.65, -1.46)  0.1780
H (-0.55, -0.84, -1.45)  0.2015
O (-2.05, -3.86, -4.08)  -0.6382
H (-1.37, -4.04, -4.74)  0.3187
H (-2.61, -3.29, -4.62)  0.3195

Properties
net charge: 0
lowest unoccupied orbital energy: 0.8063 eV
ΔE to the lowest compared entry with this formula, charge and spin: 44.5 kcal/mol
HOMO energy: -6.96 eV
E_tot: -7862.62286 eV
SMILES: CC(C)=CN.O
gap between HOMO and LUMO: 7.77 eV


6.
Formula: C4H11NO
Source: the Open Molecules 2025 dataset
Level of theory: ωB97M-V/def2-TZVPD

Last column: Löwdin spin population.
Element x y z (Å)
C (-0.56, 0.43, 1.31)  0.0425
C (-0.03, 0.62, -0.06)  0.3388
C (1.17, 0.07, -0.54)  0.2110
N (2.05, -0.58, 0.23)  0.2587
C (-0.64, 1.71, -0.84)  0.0557
H (-1.51, -0.10, 1.18)  0.0176
H (0.03, -0.15, 2.02)  0.0009
H (-0.80, 1.44, 1.66)  0.0111
H (1.49, 0.19, -1.56)  0.0034
H (2.61, -1.28, -0.25)  0.0094
H (1.65, -0.95, 1.10)  0.0057
H (-0.20, 2.64, -0.47)  0.0263
H (-0.38, 1.72, -1.89)  0.0016
H (-1.73, 1.78, -0.68)  0.0098
H (-0.38, -2.12, -0.31)  0.0018
H (-1.63, -2.80, -0.86)  -0.0001
O (-1.15, -2.62, -0.04)  0.0058

Properties
net charge: +1
<S²>: 0.756
lowest unoccupied orbital energy (alpha / beta): -3.7621 / -7.1046 eV
ΔE to the lowest compared entry with this formula, charge and spin: 9.3 kcal/mol
HOMO energy (alpha / beta): -14.38 / -15.33 eV
E_tot: -7855.93785 eV
2S+1: 2
gap between HOMO and LUMO (alpha / beta): 10.62 / 8.23 eV


7.
Formula: C4H11NO
Source: the Open Molecules 2025 dataset
Level of theory: ωB97M-V/def2-TZVPD

Last column: Löwdin spin population.
Element x y z (Å)
C (1.08, -0.87, 0.26)  0.0118
C (1.81, 0.27, -0.44)  0.0761
C (1.06, 1.50, -0.51)  0.3185
C (-0.33, 1.67, -0.52)  0.4781
N (1.91, -2.10, 0.41)  0.0102
H (0.79, -0.56, 1.26)  0.0025
H (0.19, -1.20, -0.27)  0.0007
H (2.76, 0.43, 0.08)  0.0156
H (2.08, 0.07, -1.50)  0.0343
H (1.60, 2.40, -0.69)  0.0114
H (-1.06, 0.90, -0.31)  0.0199
H (-0.78, 2.60, -0.83)  0.0201
H (1.57, -2.81, -0.23)  0.0002
H (2.85, -1.94, 0.10)  0.0006
H (-4.75, 0.33, 1.55)  0.0000
H (-5.81, -0.56, 0.91)  0.0000
O (-4.96, -0.13, 0.73)  0.0000

Properties
net charge: +1
<S²>: 0.753
lowest unoccupied orbital energy (alpha / beta): -5.3348 / -9.1724 eV
ΔE to the lowest compared entry with this formula, charge and spin: 65.5 kcal/mol
HOMO energy (alpha / beta): -13.53 / -13.45 eV
E_tot: -7853.50247 eV
2S+1: 2
gap between HOMO and LUMO (alpha / beta): 8.20 / 4.28 eV


8.
Formula: C4H11NO
Source: the Open Molecules 2025 dataset
Level of theory: ωB97M-V/def2-TZVPD

Last column: Löwdin spin population.
Element x y z (Å)
C (-0.33, 0.59, -2.03)  0.0013
O (-1.74, 0.66, -1.78)  0.0012
C (0.64, 0.52, -0.79)  0.0016
C (0.07, -0.41, 0.30)  -0.0007
C (0.74, 0.00, 1.71)  0.1236
N (0.59, -1.18, 2.56)  0.7477
H (-0.01, 1.47, -2.60)  0.0002
H (-0.15, -0.26, -2.72)  0.0000
H (-1.94, -0.27, -1.68)  0.0000
H (0.91, 1.42, -0.24)  -0.0001
H (1.51, 0.17, -1.37)  0.0004
H (0.36, -1.50, 0.18)  -0.0009
H (-1.00, -0.36, 0.57)  0.0003
H (1.83, 0.19, 1.78)  0.0598
H (0.26, 0.93, 2.13)  0.0351
H (1.19, -0.88, 3.40)  0.0100
H (0.55, -1.93, 1.87)  0.0205

Properties
net charge: +1
<S²>: 0.754
lowest unoccupied orbital energy (alpha / beta): -3.9319 / -8.7280 eV
ΔE to the lowest compared entry with this formula, charge and spin: 74.1 kcal/mol
HOMO energy (alpha / beta): -13.82 / -13.81 eV
E_tot: -7853.12839 eV
2S+1: 2
gap between HOMO and LUMO (alpha / beta): 9.89 / 5.09 eV


9.
Formula: C4H11NO2
Source: the Open Molecules 2025 dataset
Level of theory: ωB97M-V/def2-TZVPD

Last column: Löwdin spin population.
Element x y z (Å)
C (-1.26, 1.53, -0.83)  0.0027
C (-1.19, 0.59, 0.35)  0.0529
C (-1.79, 0.92, 1.54)  0.0791
C (-0.16, -1.38, 1.08)  0.5339
N (-0.49, -0.53, 0.08)  0.1821
H (-2.03, 2.26, -0.64)  0.0009
H (-0.33, 2.07, -0.94)  0.0031
H (-1.52, 1.02, -1.76)  0.0000
H (-1.45, 0.54, 2.49)  0.0240
H (-2.54, 1.70, 1.52)  0.0078
H (-0.11, -2.46, 0.90)  0.0471
H (0.49, -1.07, 1.90)  0.0380
H (0.90, 0.06, -2.63)  0.0005
H (1.14, 0.02, -1.07)  0.0045
O (1.56, -0.06, -1.95)  0.0110
H (2.54, -2.39, -0.29)  0.0015
H (3.42, -1.09, -0.10)  0.0006
O (2.84, -1.72, 0.33)  0.0101

Properties
net charge: -1
<S²>: 0.757
lowest unoccupied orbital energy (alpha / beta): 3.9454 / 3.9312 eV
ΔE to the lowest compared entry with this formula, charge and spin: 43.5 kcal/mol
HOMO energy (alpha / beta): -1.09 / -2.33 eV
E_tot: -9909.55264 eV
2S+1: 2
gap between HOMO and LUMO (alpha / beta): 5.03 / 6.26 eV


10.
Formula: C4H11NO2
Source: the Open Molecules 2025 dataset
Level of theory: ωB97M-V/def2-TZVPD

Last column: Löwdin spin population.
Element x y z (Å)
C (0.09, -0.65, -1.07)  0.0196
C (-0.44, -1.33, 0.22)  0.0207
C (-0.96, -0.27, 1.23)  0.0727
C (-1.90, 0.68, 0.50)  0.4286
O (-1.86, 1.96, 0.53)  0.3259
N (0.52, -2.25, 0.91)  0.0059
H (-0.81, -0.49, -1.67)  0.0069
H (0.62, -1.40, -1.67)  0.0016
H (0.61, 0.30, -0.99)  0.0031
H (-1.27, -1.93, -0.15)  -0.0002
H (-0.17, 0.36, 1.63)  0.0014
H (-1.49, -0.85, 1.99)  0.0308
H (-2.68, 0.17, -0.10)  0.0458
H (1.43, -2.05, 0.51)  0.0007
H (0.28, -3.21, 0.75)  0.0023
H (4.10, 1.45, -1.86)  0.0052
H (3.47, 2.68, -1.26)  0.0054
O (3.27, 1.83, -1.62)  0.0235

Properties
net charge: -1
<S²>: 0.753
lowest unoccupied orbital energy (alpha / beta): 3.1583 / 3.0032 eV
ΔE to the lowest compared entry with this formula, charge and spin: 47.0 kcal/mol
HOMO energy (alpha / beta): 0.97 / -2.79 eV
E_tot: -9909.40166 eV
2S+1: 2
gap between HOMO and LUMO (alpha / beta): 2.19 / 5.80 eV


11.
Formula: C4H11NO2
Source: the Open Molecules 2025 dataset
Level of theory: ωB97M-V/def2-TZVPD

Last column: Mulliken charge in e.
Element x y z (Å)
C (0.63, -1.31, 1.05)  -1.1543
C (-0.61, -0.75, 0.41)  0.5935
O (-1.72, -1.14, 0.66)  -0.5754
N (-0.37, 0.39, -0.42)  0.1238
C (-1.48, 1.31, -0.53)  -0.9808
C (0.25, 0.06, -1.70)  -0.9955
H (0.72, -0.90, 2.05)  0.2818
H (0.50, -2.39, 1.12)  0.3113
H (1.54, -1.06, 0.53)  0.4063
H (-1.19, 2.16, -1.15)  0.3264
H (-1.74, 1.73, 0.44)  0.2999
H (-2.39, 0.87, -0.95)  0.3095
H (0.85, 0.90, -2.04)  0.3104
H (0.93, -0.78, -1.61)  0.3628
H (-0.48, -0.24, -2.45)  0.3769
O (2.48, 1.10, 0.73)  -0.6497
H (3.00, 1.73, 0.22)  0.2945
H (1.55, 1.22, 0.49)  0.3586

Properties
net charge: 0
lowest unoccupied orbital energy: 0.6869 eV
ΔE to the lowest compared entry with this formula, charge and spin: 19.4 kcal/mol
HOMO energy: -9.49 eV
E_tot: -9911.40065 eV
SMILES: CC(=O)N(C)C.O
gap between HOMO and LUMO: 10.18 eV


12.
Formula: C4H11NO2
Source: the Open Molecules 2025 dataset
Level of theory: ωB97M-V/def2-TZVPD

Last column: Mulliken charge in e.
Element x y z (Å)
C (-1.82, 0.66, -0.75)  -1.1794
C (-0.84, -0.44, -0.40)  -0.2550
O (-0.02, -0.61, -1.59)  -0.5721
C (0.01, -0.33, 0.85)  0.7437
N (0.41, -1.63, 1.40)  -0.6732
C (1.18, 0.66, 0.78)  -0.8392
O (1.06, 1.71, -0.19)  -0.5430
H (-2.48, 0.83, 0.10)  0.3375
H (-1.42, 1.63, -1.04)  0.2780
H (-2.40, 0.34, -1.62)  0.3461
H (-1.46, -1.32, -0.18)  0.3196
H (-0.04, -1.51, -1.88)  0.3246
H (-0.72, -0.03, 1.63)  0.2851
H (0.78, -1.66, 2.33)  0.2223
H (0.98, -2.13, 0.75)  0.1854
H (2.07, 0.12, 0.44)  0.2750
H (1.44, 0.95, 1.81)  0.3837
H (0.90, 1.17, -0.96)  0.3606

Properties
net charge: 0
lowest unoccupied orbital energy: 0.6998 eV
ΔE to the lowest compared entry with this formula, charge and spin: 37.1 kcal/mol
HOMO energy: -9.32 eV
E_tot: -9910.63259 eV
SMILES: C[C@@H](O)[C@@H](N)CO
gap between HOMO and LUMO: 10.02 eV


13.
Formula: C4H11NO2
Source: the Open Molecules 2025 dataset
Level of theory: ωB97M-V/def2-TZVPD

Last column: Mulliken charge in e.
Element x y z (Å)
C (0.50, 1.30, 0.57)  -1.4009
C (-0.75, 0.84, -0.11)  0.4593
C (-1.17, -0.55, 0.40)  -1.1822
N (-0.62, 0.84, -1.60)  -0.1588
C (0.39, 0.18, -2.22)  -0.0856
O (1.14, -0.60, -1.68)  -0.5265
H (1.20, 0.49, 0.81)  0.2738
H (0.29, 1.73, 1.56)  0.3770
H (1.18, 2.03, 0.13)  0.4034
H (-1.65, 1.43, 0.06)  0.3451
H (-2.09, -0.90, -0.06)  0.3981
H (-0.44, -1.30, 0.10)  0.1509
H (-1.16, -0.45, 1.48)  0.3498
H (-1.08, 1.53, -2.14)  0.2154
H (0.52, 0.38, -3.29)  0.3887
O (0.93, -2.52, 2.15)  -0.6378
H (1.59, -1.94, 2.58)  0.3106
H (1.20, -2.50, 1.25)  0.3197

Properties
net charge: 0
lowest unoccupied orbital energy: 0.8081 eV
ΔE to the lowest compared entry with this formula, charge and spin: 18.2 kcal/mol
HOMO energy: -9.80 eV
E_tot: -9911.45333 eV
SMILES: CC(C)NC=O.O
gap between HOMO and LUMO: 10.61 eV


14.
Formula: C4H11NO2
Source: the Open Molecules 2025 dataset
Level of theory: ωB97M-V/def2-TZVPD

Last column: Mulliken charge in e.
Element x y z (Å)
N (0.23, 0.47, 1.35)  -0.6695
C (0.38, -0.38, 0.11)  -0.1401
C (0.08, -1.84, 0.52)  -0.5133
O (1.06, -2.31, 1.44)  -0.5303
C (-0.66, 0.00, -0.99)  -0.8731
C (-0.34, 1.33, -1.68)  -0.4393
O (-0.82, 2.39, -0.83)  -0.5368
H (-0.68, 0.90, 1.26)  0.2825
H (0.99, 1.12, 1.16)  0.2700
H (1.37, -0.12, -0.31)  0.4583
H (0.14, -2.40, -0.42)  0.3559
H (-0.87, -1.72, 1.03)  0.2585
H (1.23, -1.49, 1.94)  0.3267
H (-1.68, 0.03, -0.57)  0.4300
H (-0.79, -0.83, -1.70)  0.4200
H (-0.68, 1.43, -2.72)  0.2840
H (0.74, 1.43, -1.65)  0.3042
H (-0.11, 3.03, -0.75)  0.3123

Properties
net charge: 0
lowest unoccupied orbital energy: 0.6772 eV
ΔE to the lowest compared entry with this formula, charge and spin: 42.6 kcal/mol
HOMO energy: -9.55 eV
E_tot: -9910.39602 eV
SMILES: N[C@@H](CO)CCO
gap between HOMO and LUMO: 10.23 eV